# 1
A single C17H18N4O4 molecule in a non-equilibrium geometry. Source: OMol25; level of theory: wB97M-V/def2-TZVPD.

Geometry as XYZ:
```
43
Properties=species:S:1:pos:R:3
C -4.459 -0.095 2.291
O -4.177 -0.484 0.969
C -2.894 -0.796 0.632
C -1.858 -0.882 1.557
C -0.578 -1.225 1.176
C -0.298 -1.529 -0.154
C 1.049 -1.821 -0.593
N 2.040 -1.424 0.102
N 3.299 -1.638 -0.315
C 4.387 -0.952 0.143
O 5.498 -1.262 -0.218
C 4.143 0.210 1.110
N 2.836 0.816 1.054
C 2.426 1.436 -0.087
O 3.177 1.726 -0.994
C 0.958 1.726 -0.131
C 0.207 2.050 0.994
C -1.152 2.268 0.833
N -1.780 2.170 -0.326
C -1.061 1.874 -1.396
C 0.306 1.656 -1.357
C -1.333 -1.460 -1.082
C -2.613 -1.065 -0.725
O -3.505 -0.995 -1.749
C -4.577 -0.074 -1.677
H -4.285 -0.912 2.998
H -3.871 0.779 2.586
H -5.517 0.164 2.297
H -2.051 -0.679 2.598
H 0.210 -1.285 1.910
H 1.176 -2.333 -1.552
H 3.473 -2.262 -1.108
H 4.892 0.965 0.853
H 4.334 -0.140 2.126
H 2.119 0.381 1.615
H 0.666 2.154 1.965
H -1.774 2.537 1.677
H -1.610 1.813 -2.326
H 0.868 1.431 -2.250
H -1.151 -1.672 -2.124
H -4.930 0.036 -2.703
H -5.389 -0.449 -1.051
H -4.240 0.893 -1.298
```

Values from the calculation:
HOMO, eV: -8.126
Energy above the lowest of the compared OMol25 structures with the same formula, charge and spin, kcal per mole: 67.39
2S+1: 1
Structure (SMILES): COc1ccc(/C=N/NC(=O)CNC(=O)c2ccncc2)cc1OC
Orbital gap, eV: 8.427
Largest force on an atom, eV/Å: 1.2

Formally, the Löwdin partial charges of the atoms, in units of the elementary charge, are as follows:
1 C -0.071
2 O -0.097
3 C -0.204
4 C -0.020
5 C -0.043
6 C -0.222
7 C -0.084
8 N 0.045
9 N 0.067
10 C -0.449
11 O 0.075
12 C -0.074
13 N 0.048
14 C -0.463
15 O 0.098
16 C -0.132
17 C -0.014
18 C -0.146
19 N 0.081
20 C -0.133
21 C 0.005
22 C 0.039
23 C -0.213
24 O -0.067
25 C -0.070
26 H 0.097
27 H 0.092
28 H 0.098
29 H 0.107
30 H 0.109
31 H 0.133
32 H 0.164
33 H 0.136
34 H 0.135
35 H 0.114
36 H 0.114
37 H 0.106
38 H 0.113
39 H 0.122
40 H 0.131
41 H 0.094
42 H 0.088
43 H 0.089


# 2
A molecular structure, C17H18N7O9PbS in a non-equilibrium geometry. Source: OMol25; level of theory: wB97M-V/def2-TZVPD.

Geometry as XYZ:
```
53
Properties=species:S:1:pos:R:3
Pb 0.182 0.295 0.036
O -4.224 -1.728 0.186
C -2.940 -1.841 0.579
O -2.098 -2.411 -0.057
C -2.783 -1.325 1.988
O -1.430 -1.242 2.321
C -1.197 -0.676 3.598
C 0.003 0.278 3.689
O 0.227 0.708 4.826
O 0.653 0.584 2.640
H -4.265 -1.872 -0.769
H -3.304 -2.041 2.640
H -3.287 -0.356 2.054
H -1.024 -1.484 4.315
H -2.055 -0.094 3.945
C -1.639 0.270 -5.510
C -0.742 -0.874 -5.543
C -0.054 -1.237 -4.450
C -0.214 -0.559 -3.186
C -1.289 0.518 -3.061
C -1.856 0.948 -4.383
N 0.470 -0.874 -2.131
N 1.354 -1.885 -2.212
C 1.964 -2.198 -1.060
C 2.896 -3.274 -1.081
C 3.536 -3.643 0.067
C 3.278 -2.955 1.266
C 2.374 -1.924 1.230
N 1.724 -1.553 0.118
H -2.106 0.584 -6.436
H -0.609 -1.407 -6.477
H 0.676 -2.034 -4.470
H -2.117 0.095 -2.474
H -2.498 1.816 -4.328
H 3.062 -3.775 -2.024
H 4.241 -4.467 0.061
H 3.780 -3.215 2.187
H 2.139 -1.346 2.118
O -1.205 3.568 -0.895
S -1.931 2.427 -1.377
O -3.056 2.688 -2.245
O -0.803 1.661 -2.309
O -2.243 1.440 -0.328
N 1.465 2.604 3.419
C 1.936 3.694 2.831
N 2.120 4.821 3.574
N 2.303 3.761 1.568
C 2.132 2.770 0.757
N 1.995 1.897 0.001
H 1.210 2.592 4.391
H 1.375 1.699 2.917
H 1.607 4.906 4.433
H 2.266 5.664 3.048
```

Values from the calculation:
HOMO, eV: -4.231
Energy above the lowest of the compared OMol25 structures with the same formula, charge and spin, kcal per mole: 25.42
2S+1: 1
Orbital gap, eV: 6.607
Largest force on an atom, eV/Å: 3.3
Net charge: -1

Formally, the Löwdin partial charges of the atoms, in units of the elementary charge, are as follows:
1 Pb 1.546
2 O 0.109
3 C -0.509
4 O 0.118
5 C -0.142
6 O -0.159
7 C -0.107
8 C -0.602
9 O 0.002
10 O -0.178
11 H 0.129
12 H 0.147
13 H 0.144
14 H 0.134
15 H 0.131
16 C -0.096
17 C -0.089
18 C -0.033
19 C -0.217
20 C -0.283
21 C -0.019
22 N -0.074
23 N 0.015
24 C -0.367
25 C -0.036
26 C -0.101
27 C -0.104
28 C -0.156
29 N -0.040
30 H 0.094
31 H 0.091
32 H 0.094
33 H 0.144
34 H 0.101
35 H 0.098
36 H 0.096
37 H 0.087
38 H 0.098
39 O -0.303
40 S 0.355
41 O -0.313
42 O -0.289
43 O -0.465
44 N 0.199
45 C -0.489
46 N 0.142
47 N 0.113
48 C -0.339
49 N 0.041
50 H 0.097
51 H -0.010
52 H 0.096
53 H 0.096


# 3
A molecular structure, C17H19ClF4InN2. Source: OMol25; level of theory: wB97M-V/def2-TZVPD.

Geometry as XYZ:
```
44
Properties=species:S:1:pos:R:3
In 1.244 0.115 0.321
C 1.450 3.221 1.321
N 0.489 2.101 1.328
C 0.011 1.868 2.704
C -0.643 2.392 0.426
C -1.543 1.168 0.182
N -0.777 -0.059 0.376
C -1.416 -1.291 0.403
C -0.732 -2.385 0.934
F 0.558 -2.178 1.317
C -1.291 -3.632 1.079
F -0.556 -4.610 1.604
C -2.597 -3.862 0.693
C -3.286 -2.809 0.132
F -4.536 -2.985 -0.293
C -2.713 -1.559 -0.035
F -3.429 -0.607 -0.658
H 0.997 4.128 1.730
H 1.775 3.425 0.301
H 2.317 2.963 1.927
H -0.465 2.773 3.092
H 0.853 1.612 3.346
H -0.704 1.050 2.715
H -0.214 2.716 -0.525
H -1.234 3.226 0.818
H -1.931 1.267 -0.832
H -2.407 1.169 0.848
H -3.059 -4.830 0.819
C 1.648 -1.258 -2.220
C 2.183 0.038 -2.240
C 1.349 1.129 -2.514
C 0.005 0.915 -2.812
C -0.516 -0.372 -2.805
C 0.299 -1.455 -2.497
H 2.298 -2.104 -2.044
H 3.248 0.183 -2.108
H 1.768 2.127 -2.573
H -0.628 1.753 -3.074
H -1.560 -0.534 -3.045
H -0.108 -2.458 -2.503
Cl 3.665 -1.988 0.490
C 3.174 -0.371 1.047
H 3.893 0.362 0.693
H 3.120 -0.358 2.132
```

Values from the calculation:
HOMO, eV: -11.371
Energy above the lowest of the compared OMol25 structures with the same formula, charge and spin, kcal per mole: 0.00
2S+1: 1
Orbital gap, eV: 8.224
Largest force on an atom, eV/Å: 0.6
Net charge: +1

Formally, the Löwdin partial charges of the atoms, in units of the elementary charge, are as follows:
1 In 1.038
2 C -0.058
3 N -0.350
4 C -0.045
5 C -0.174
6 C -0.197
7 N -0.092
8 C -0.174
9 C -0.146
10 F 0.029
11 C -0.211
12 F 0.123
13 C 0.090
14 C -0.207
15 F 0.121
16 C -0.143
17 F 0.094
18 H 0.106
19 H 0.093
20 H 0.098
21 H 0.110
22 H 0.101
23 H 0.093
24 H 0.108
25 H 0.141
26 H 0.106
27 H 0.133
28 H 0.147
29 C -0.116
30 C -0.140
31 C -0.098
32 C -0.081
33 C -0.058
34 C -0.058
35 H 0.099
36 H 0.122
37 H 0.121
38 H 0.124
39 H 0.126
40 H 0.127
41 Cl 0.556
42 C -0.679
43 H 0.010
44 H 0.012


Which of these has the lowest HOMO? C17H19ClF4InN2